No. 1
Molecular formula: C29H36N4OPPd
Method: DFT, ωB97M-V/def2-TZVPD

Geometry as XYZ:
```
72
Properties=species:S:1:pos:R:3
Pd 0.18032 0.02816 -0.74216
C 2.99771 -0.04216 0.14003
N 2.20845 0.62686 -0.93369
C 2.80105 0.34481 -2.26430
C 2.25880 2.07937 -0.66554
C 3.45985 2.74792 -0.54832
C 3.46384 4.08497 -0.16597
C 2.27084 4.73295 0.13524
C 1.06221 4.08536 -0.01734
C 1.04077 2.76351 -0.49375
N -0.06904 2.01589 -0.79373
C -1.35650 2.45962 -0.87185
C -1.76943 3.79096 -1.07762
C -3.09607 4.12344 -0.91844
C -4.02469 3.15170 -0.55161
C -3.64978 1.81476 -0.45473
C -2.33947 1.45626 -0.69044
N -1.94671 0.05309 -0.84216
C -2.31718 -0.36550 -2.22678
C -2.66754 -0.83035 0.11298
H 4.03265 0.30024 0.13017
H 2.98524 -1.11216 -0.01566
H 2.55085 0.19929 1.10290
H 3.85764 0.61775 -2.27322
H 2.27354 0.92419 -3.01886
H 2.71226 -0.71224 -2.49165
H 4.39997 2.24411 -0.72656
H 4.40467 4.60719 -0.06090
H 2.28828 5.75231 0.49538
H 0.14493 4.58068 0.25975
H -1.05221 4.53620 -1.38711
H -3.41793 5.14362 -1.07475
H -5.05851 3.42648 -0.39402
H -4.39569 1.06433 -0.23677
H -3.36590 -0.12591 -2.41346
H -2.19087 -1.44336 -2.29641
H -1.69514 0.14516 -2.95899
H -3.70825 -0.94497 -0.19432
H -2.60383 -0.39814 1.10691
H -2.19593 -1.80359 0.11424
O -0.50540 0.58422 1.67092
N 0.13345 0.67452 2.80464
C 0.09540 1.83428 3.49916
C 0.54709 1.89707 4.79838
C 1.08069 0.76758 5.39772
C 1.19442 -0.38939 4.64485
C 0.72890 -0.40911 3.34821
H -0.33264 2.66403 2.95866
H 0.47478 2.83605 5.32778
H 1.41775 0.79344 6.42394
H 1.64197 -1.28492 5.05110
H 0.78246 -1.26617 2.69507
C 2.10697 -3.08231 -1.06539
P 0.52345 -2.20945 -1.34365
C 0.37078 -2.38734 -3.15210
C -0.62673 -3.40623 -0.62432
C -1.47978 -4.18761 -1.39972
C -2.26959 -5.16111 -0.80179
C -2.20456 -5.36569 0.56775
C -1.36166 -4.58406 1.34914
C -0.58025 -3.60853 0.75566
H 2.37603 -3.10109 -0.01018
H 2.92908 -2.66411 -1.64407
H 1.95012 -4.11282 -1.38616
H 0.69372 -3.38507 -3.45113
H 1.00866 -1.65128 -3.64041
H -0.64437 -2.23102 -3.50731
H -1.53995 -4.05178 -2.47186
H -2.92693 -5.76606 -1.41131
H -2.80832 -6.13566 1.02848
H -1.31496 -4.73937 2.41852
H 0.06616 -2.99378 1.37293
```

Computed properties:
Multiplicity = 2
Energy relative to the best compared isomer or geometry (same formula, charge and spin) = 33.2 kJ/mol
Kohn-Sham gap (spin up / spin down) = 7.70 / 6.11 eV
Net charge = +2

No. 2
Molecular formula: C11H18N2
Method: DFT, ωB97M-V/def2-TZVPD

Geometry as XYZ:
```
31
Properties=species:S:1:pos:R:3
C 1.11825 2.17679 -2.88940
C -0.10518 1.58385 -2.97562
C 1.95974 1.99879 -1.82520
C -0.55153 0.71637 -1.98559
C 1.66743 0.91646 -0.97176
C -0.06155 -2.62979 1.15969
C 0.91569 -1.87973 0.21902
C -0.59932 -1.53599 2.04950
C 0.06318 -0.64382 -0.05059
C -2.07657 0.08263 0.98189
C -0.00676 1.04130 1.75666
N 0.40302 0.33707 -1.00277
N -0.64904 -0.23976 1.20115
H 1.43222 2.88618 -3.56860
H -0.80092 1.92080 -3.68441
H 3.01647 2.35187 -1.65476
H -1.51966 0.34924 -1.94683
H 2.40949 0.55856 -0.25560
H -0.82099 -2.94229 0.48285
H 0.40403 -3.33941 1.84895
H 1.77284 -1.76061 0.81058
H 1.17573 -2.35383 -0.65600
H -1.64414 -1.68586 2.41944
H 0.15933 -1.33130 2.85013
H -1.37276 -1.46728 -0.71237
H -2.42179 0.16014 1.92987
H -1.88822 1.13077 0.54329
H -2.43222 -0.63359 0.27864
H 0.03378 1.72060 0.94698
H -0.63023 1.39363 2.60737
H 1.04966 1.11821 2.09348
```

Computed properties:
Energy relative to the best compared isomer or geometry (same formula, charge and spin) = 270.9 kJ/mol
Kohn-Sham gap = 9.71 eV
Net charge = +2

No. 3
Molecular formula: H16O8
Method: DFT, ωB97M-V/def2-TZVPD

Geometry as XYZ:
```
24
Properties=species:S:1:pos:R:3
O 8.50155 4.75023 7.07222
H 8.85687 5.65534 6.93357
H 8.33453 4.86888 8.05643
O 4.59478 7.95891 8.51183
H 4.36915 7.46166 7.69118
H 3.75030 7.86692 8.98056
O 7.42699 7.41107 5.18034
H 6.89100 8.24714 5.29236
H 6.64731 6.84668 4.99930
O 5.84052 3.83875 5.91894
H 6.69026 4.09933 6.31822
H 6.14474 3.61601 5.00931
O 7.75828 7.95760 7.91608
H 6.82747 8.21497 8.03613
H 7.72854 7.39272 7.11160
O 6.38350 10.07827 6.03737
H 6.91485 9.41595 6.58241
H 7.05851 10.66200 5.60741
O 6.61962 5.24141 9.43916
H 7.00543 6.12550 9.47144
H 6.18756 4.94460 10.29180
O 4.38629 6.35592 5.92292
H 3.60962 5.84147 5.55062
H 4.97651 5.64896 6.20304
```

Computed properties:
SMILES = O.O.O.O.O.O.O.O
Energy relative to the best compared isomer or geometry (same formula, charge and spin) = 178.2 kJ/mol
Kohn-Sham gap = 11.71 eV
Net charge = 0

No. 4
Molecular formula: C8H20N2S
Method: DFT, ωB97M-V/def2-TZVPD

Geometry as XYZ:
```
31
Properties=species:S:1:pos:R:3
C 2.98100 0.51712 -0.81807
C 4.93539 -0.78149 0.36936
C -2.82458 0.49460 1.37436
C -0.74679 1.36038 0.38645
C -2.89858 1.43151 -0.96586
C 2.55431 -1.30202 0.71033
C 3.42231 -0.61107 0.09148
C -2.08878 0.73441 0.13035
N -1.80996 -2.06271 0.53492
N -3.19240 -1.14739 -1.35463
S -1.65846 -0.93820 -0.55740
H 3.57387 0.33671 -1.66339
H 3.16552 1.53843 -0.39917
H 1.94859 0.55894 -0.99305
H 5.32633 -0.82711 -0.60931
H 5.40942 0.08277 0.95707
H 5.20511 -1.75454 0.83667
H -3.28662 1.42782 1.82525
H -3.65279 -0.00469 1.14385
H -2.20094 0.04866 2.16139
H -0.08527 1.31556 -0.43987
H -0.15789 0.79980 1.25136
H -0.81845 2.39370 0.81035
H -2.77999 0.98133 -1.96593
H -4.04536 1.45173 -0.76590
H -2.68189 2.43284 -1.12398
H 1.46160 -0.92568 0.51004
H 2.67381 -2.26742 1.23247
H -3.62714 -1.99916 -1.29453
H -0.94415 -2.34292 0.90759
H -3.15721 -0.94190 -2.28219
```

Computed properties:
Kohn-Sham gap = 8.87 eV
Net charge = 0

No. 5
Molecular formula: C2H5N2O
Method: DFT, ωB97M-V/def2-TZVPD

Geometry as XYZ:
```
10
Properties=species:S:1:pos:R:3
C 0.90780 -0.22757 0.41883
C -1.08061 0.13893 -0.52459
N 0.06854 -0.87567 1.22845
N 0.38853 0.20112 -0.77206
O -1.11527 -0.61195 0.73785
H 1.17123 0.51188 1.20468
H 1.86395 -0.72468 0.58170
H -1.42487 1.20837 -0.34531
H -1.62963 -0.55173 -1.21358
H 0.85033 0.93129 -1.31597
```

Computed properties:
Energy relative to the best compared isomer or geometry (same formula, charge and spin) = 512.8 kJ/mol
Kohn-Sham gap (spin up / spin down) = 8.01 / 8.01 eV
Net charge = +1

No. 6
Molecular formula: C53H54GeN9O5STi
Method: DFT, ωB97M-V/def2-TZVPD

Geometry as XYZ:
```
124
Properties=species:S:1:pos:R:3
Ti -0.47076 -0.79505 -0.46108
N -3.06166 0.08250 2.93795
C -2.72756 -0.24720 1.67227
N -1.60118 -0.78458 1.34929
C -0.72148 -1.16330 2.36176
N 0.26025 -1.96063 2.04938
N 0.32418 -2.17273 0.72273
C 1.20254 -3.01736 0.18948
C 1.14951 -3.06139 -1.22150
C 1.86753 -3.94175 -2.05333
C 1.64508 -3.91465 -3.40332
C 0.73011 -2.99136 -3.93987
C 0.08324 -2.13538 -3.08200
N 0.27566 -2.15420 -1.75848
C -0.96592 -0.74931 3.73246
C -0.07319 -0.95942 4.77764
C -0.37852 -0.51835 6.05605
C -1.57727 0.13216 6.30827
C -2.48260 0.34465 5.27825
C -2.17136 -0.09374 4.00086
H -3.96618 0.48149 3.12505
H -3.49671 -0.08104 0.93478
H 1.87564 -3.61495 0.79231
H 2.57636 -4.62886 -1.61076
H 2.17904 -4.58602 -4.06303
H 0.55229 -2.93660 -5.00430
H -0.61162 -1.39044 -3.45173
H 0.85821 -1.46825 4.57112
H 0.32221 -0.68967 6.86208
H -1.81723 0.47483 7.30561
H -3.43335 0.83228 5.46262
N -0.81134 2.34117 1.27777
C -1.92129 2.83651 0.48910
C -1.56751 4.16666 -0.22429
C -2.65541 5.05612 -0.86806
C -3.88175 5.38328 0.00748
N -4.88660 4.33421 -0.08663
C -6.16427 4.47820 -0.33510
N -6.86994 3.37669 -0.65670
N -6.80250 5.65403 -0.24082
C -2.38276 1.74364 -0.51408
O -3.54441 1.89351 -0.98876
O -1.60724 0.83093 -0.90329
H -0.62107 2.95380 2.06201
H 0.02943 2.28386 0.72132
H -2.74529 3.00444 1.18927
H -0.83368 3.92077 -0.99643
H -1.05584 4.77622 0.52402
H -3.00398 4.61879 -1.80590
H -2.17116 6.00254 -1.11046
H -4.31068 6.33236 -0.32017
H -3.57013 5.50233 1.04903
H -4.51866 3.36665 -0.37847
H -6.35770 2.53560 -0.88207
H -7.83568 3.44350 -0.92080
H -6.33203 6.46933 0.10598
H -7.78193 5.72473 -0.44910
O 0.72707 0.47419 -1.93883
C 1.38486 0.74335 -0.91335
O 1.10437 0.14195 0.17935
C 2.45525 1.82310 -0.88982
C 3.30413 1.76772 0.38039
Ge 4.75555 0.38631 0.39323
C 4.79919 -0.78308 1.97694
C 6.03058 -1.04023 2.57949
C 6.12273 -1.90088 3.66378
C 4.98384 -2.52764 4.15059
C 3.75466 -2.28041 3.55645
C 3.66216 -1.40899 2.47981
C 6.34227 1.56155 0.52919
C 7.10522 1.91630 -0.58086
C 8.10974 2.87019 -0.48200
C 8.36303 3.48962 0.73246
C 7.60965 3.15194 1.84838
C 6.60841 2.19844 1.74260
C 5.06541 -0.65119 -1.26160
C 4.19271 -0.77218 -2.33912
C 4.61040 -1.36624 -3.52378
C 5.89242 -1.87778 -3.63810
C 6.75692 -1.81152 -2.55390
C 6.34637 -1.19673 -1.38286
H 1.91172 2.77428 -0.95084
H 3.06412 1.76192 -1.79277
H 2.65411 1.63061 1.24425
H 3.84102 2.70791 0.50945
H 6.92742 -0.56149 2.20321
H 7.08416 -2.08428 4.12688
H 5.05922 -3.20692 4.99035
H 2.86406 -2.77668 3.92457
H 2.69474 -1.22286 2.02771
H 6.91308 1.44092 -1.53637
H 8.69360 3.13252 -1.35554
H 9.13691 4.24326 0.80408
H 7.80164 3.63235 2.79980
H 6.02084 1.93769 2.61781
H 3.18005 -0.40085 -2.27652
H 3.92869 -1.41598 -4.36285
H 6.21707 -2.32400 -4.56968
H 7.75773 -2.21784 -2.62983
H 7.03088 -1.12699 -0.54385
O -2.15208 -1.81374 -1.11554
S -3.49312 -1.21069 -1.44385
C -3.94845 -1.94873 -3.01587
C -4.49001 -1.12965 -3.99456
C -4.79161 -1.67043 -5.23630
C -4.54412 -3.01360 -5.48019
C -3.98999 -3.82174 -4.49337
C -3.68558 -3.28980 -3.25259
C -4.63835 -2.18740 -0.44068
C -6.00420 -2.01491 -0.61926
C -6.88776 -2.72295 0.17980
C -6.39947 -3.58354 1.15540
C -5.03194 -3.73495 1.33812
C -4.14180 -3.03484 0.53432
H -4.65917 -0.07997 -3.78289
H -5.20867 -1.04537 -6.01427
H -4.77591 -3.43590 -6.44903
H -3.79266 -4.86706 -4.68912
H -3.23209 -3.89208 -2.47438
H -6.36859 -1.35154 -1.39726
H -7.95553 -2.61307 0.04375
H -7.09141 -4.14300 1.77114
H -4.65711 -4.40368 2.10126
H -3.07022 -3.14416 0.65158
```

Computed properties:
Multiplicity = 3
Energy relative to the best compared isomer or geometry (same formula, charge and spin) = 117.2 kJ/mol
Kohn-Sham gap (spin up / spin down) = 4.75 / 6.91 eV
Net charge = +1

No. 7
Molecular formula: C38H103N5O20
Method: DFT, ωB97M-V/def2-TZVPD

Geometry as XYZ:
```
166
Properties=species:S:1:pos:R:3
C 3.88961 -0.14216 -6.30268
O 3.08665 0.81122 -6.97047
C 3.25238 2.14446 -6.55398
C 2.40291 2.56915 -5.36234
N 0.98140 2.37218 -5.59911
C 0.11554 2.45664 -4.42740
C -1.22373 1.78841 -4.75895
O -1.04985 0.39002 -4.92091
C -2.23992 -0.21970 -5.35275
H 3.64993 -1.11581 -6.71588
H 3.64608 -0.11302 -5.23256
H 4.94802 0.12199 -6.39472
H 2.98118 2.79692 -7.38303
H 4.29341 2.25627 -6.22584
H 2.60447 3.64064 -5.26115
H 2.76723 2.08147 -4.44604
H 0.85329 1.43454 -5.97104
H -0.11317 3.50260 -4.20440
H 0.56190 2.00994 -3.52695
H -1.69414 2.22639 -5.63924
H -1.75485 1.99410 -3.82075
H -2.58141 0.15001 -6.32211
H -3.03678 -0.15796 -4.59879
H -2.04394 -1.29383 -5.40506
C 1.36064 0.39896 4.14233
O 1.37101 -0.13694 2.83459
C 2.66722 -0.09809 2.25385
C 2.49795 -0.81078 0.89493
N 1.54343 -0.04138 0.08549
C 0.94906 -0.85660 -0.97881
C -0.39639 -0.32612 -1.46861
O -1.27827 -0.03968 -0.41702
C -2.29299 0.84908 -0.79758
H 1.71551 1.43810 4.13622
H 2.01540 -0.14856 4.82883
H 0.34193 0.39324 4.52850
H 3.38828 -0.66164 2.85473
H 2.95682 0.94908 2.11095
H 2.04076 -1.78822 1.09305
H 3.45315 -0.91015 0.37553
H 0.80010 0.17095 0.74891
H 0.73852 -1.88145 -0.64481
H 1.67591 -0.86063 -1.79217
H -0.75917 -1.14215 -2.11176
H -0.22448 0.47454 -2.19873
H -1.96418 1.85674 -1.06903
H -2.99972 0.96330 0.02990
H -2.95585 0.45590 -1.58033
C -3.95726 -6.25100 9.66345
O -3.37852 -5.13886 9.03247
C -4.15258 -4.60368 7.98742
C -3.36072 -3.44698 7.38980
N -2.04498 -3.92463 6.93769
C -1.28436 -2.77255 6.40202
C 0.10794 -3.19391 5.91466
O 0.12103 -3.32897 4.50922
C 1.36152 -3.77789 4.01583
H -3.84927 -7.15292 9.04827
H -5.01615 -6.09503 9.89240
H -3.41845 -6.45445 10.58859
H -5.06110 -4.15236 8.40978
H -4.43915 -5.30438 7.19881
H -3.16235 -2.70427 8.17406
H -3.88525 -3.03826 6.52800
H -1.52638 -4.28961 7.72828
H -1.09866 -2.07972 7.23343
H -1.87535 -2.40437 5.56871
H 0.30320 -4.13095 6.45048
H 0.83228 -2.42223 6.19191
H 1.77997 -4.58343 4.62351
H 2.05052 -2.92919 3.90405
H 1.18998 -4.10494 2.98755
C -2.54757 -5.86233 0.50556
O -2.50160 -4.73350 -0.35595
C -1.33971 -3.95209 -0.16222
C -1.18721 -3.30815 1.21757
N -2.11901 -2.22059 1.38609
C -1.97215 -1.63311 2.71304
C -2.87097 -0.41506 2.96214
O -2.66786 0.01333 4.28926
C -3.66232 0.97404 4.65421
H -3.43947 -6.41834 0.21250
H -2.54101 -5.65214 1.57125
H -1.72625 -6.53231 0.21421
H -1.41164 -3.12791 -0.87792
H -0.40958 -4.47649 -0.42137
H -0.14247 -2.98948 1.38787
H -1.28417 -4.07782 1.98979
H -1.88946 -1.50313 0.69390
H -0.94335 -1.25322 2.77708
H -2.16371 -2.36765 3.49134
H -3.90727 -0.72515 2.79036
H -2.57761 0.33852 2.22213
H -4.66781 0.55202 4.64838
H -3.51597 1.83023 3.98790
H -3.40907 1.31127 5.65954
C -5.82331 1.55497 -1.76715
O -4.99319 2.59815 -1.30264
C -4.41969 3.32786 -2.38989
C -3.52275 4.44006 -1.86692
N -2.09198 4.20614 -2.07844
C -1.39444 5.09853 -1.12370
C 0.10546 5.01074 -1.32664
O 0.46734 5.57056 -2.59366
C 1.83653 5.40451 -2.86128
H -5.21714 0.75875 -2.21037
H -6.44889 1.84310 -2.62216
H -6.47772 1.23981 -0.96225
H -5.24867 3.72133 -2.98481
H -3.84456 2.64045 -3.01554
H -3.72945 4.55413 -0.80007
H -3.79969 5.41800 -2.28397
H -1.76782 4.56452 -2.97248
H -1.57979 4.79767 -0.08841
H -1.73351 6.14165 -1.17082
H 0.50939 4.00468 -1.19096
H 0.55653 5.69519 -0.59392
H 2.51987 5.69803 -2.06059
H 2.04306 5.92272 -3.79814
H 2.00670 4.35602 -3.14714
O -2.00987 3.83693 2.49656
C -0.86387 2.99374 2.72024
C 0.11875 3.01930 1.56448
O 0.82535 4.25359 1.50317
H -2.58643 3.26946 1.95948
H -0.42575 3.34464 3.65403
H -1.16648 1.94339 2.80248
H -0.33051 2.76633 0.59884
H 0.85753 2.24455 1.82035
H 1.47957 4.20214 0.79216
O 2.81383 4.05927 -0.57168
C 3.52635 2.82499 -0.62389
C 3.20274 2.03894 -1.89172
O 3.92657 2.56572 -3.00928
H 3.19041 4.66670 -1.21474
H 4.60850 2.97551 -0.65908
H 3.21050 2.25362 0.24672
H 2.11438 2.03002 -2.03131
H 3.45544 0.98176 -1.80026
H 3.88490 3.52563 -2.96142
O 1.09137 -3.19323 -3.76783
C 1.75821 -2.49592 -4.82976
C 2.70265 -3.41086 -5.60820
O 2.00521 -4.50765 -6.19071
H 0.27953 -3.55807 -4.12560
H 0.97549 -2.20120 -5.53129
H 2.26703 -1.61446 -4.44521
H 3.54487 -3.76774 -5.01203
H 3.12922 -2.84069 -6.43862
H 2.29312 -5.29900 -5.72911
O 6.30078 0.00699 -2.07573
C 6.47511 -0.80490 -0.92352
C 6.75386 -0.01164 0.33712
O 5.69145 0.92730 0.48946
H 5.84289 0.81988 -1.82669
H 5.57661 -1.39559 -0.71041
H 7.32231 -1.44265 -1.16806
H 7.66652 0.57759 0.21287
H 6.85345 -0.75627 1.13022
H 5.66879 1.25660 1.39240
O 3.41606 -3.37721 -2.08308
H 2.59858 -3.25086 -2.60148
H 4.11073 -2.95557 -2.60098
O -4.42987 3.07123 1.27549
H -5.16120 3.24349 1.87829
H -4.79658 3.17836 0.36933
```

Computed properties:
SMILES = COCCNCCOC.COCCNCCOC.COCCNCCOC.COCCNCCOC.COCCNCCOC.OCCO.OCCO.OCCO.OCCO.O.O
Energy relative to the best compared isomer or geometry (same formula, charge and spin) = 0.0 kJ/mol
Kohn-Sham gap = 8.47 eV
Net charge = 0

M per entry: 594.03, 178.28, 144.12, 176.33, 73.07, 1049.62, 950.26 g/mol
Energy per entry: -51418.7918, -14657.9591, -16640.1632, -22431.8151, -7170.7166, -169951.6174, -89467.8454 eV